C9H16N2O | ωB97M-V with the def2-TZVPD basis set

The geometry in XYZ format:
```
28
Properties=species:S:1:pos:R:3:forces:R:3
O -3.4495 -0.0923 2.0592 -0.12 0.16 -0.09
C -3.7986 -0.0765 0.7427 0.05 0.16 0.50
C -4.4738 -0.9784 -0.0091 -0.01 -0.79 0.34
N -4.4540 -0.6041 -1.3349 0.03 -0.13 0.21
C -3.8070 0.5122 -1.3546 0.32 0.79 -0.76
N -3.3945 0.9110 -0.1082 -0.14 -0.50 -0.35
H -3.1725 0.7908 2.3378 -0.12 -0.23 0.00
H -4.8727 -1.9242 0.3171 -0.12 0.08 0.00
H -3.5308 1.0580 -2.2478 -0.19 0.09 0.17
H -2.9513 1.7658 0.1413 0.33 0.37 -0.02
C 3.1600 -1.8123 -0.5269 -0.24 0.29 0.03
C 2.6106 -0.7964 0.1398 0.05 0.33 -0.10
C 1.1825 -0.8064 0.6750 0.13 -0.59 0.35
C 0.1053 -0.3464 -0.3230 -0.32 0.20 0.24
C 3.4301 0.4675 0.3681 0.57 -0.25 -0.60
C 2.8688 1.7447 -0.2611 0.57 0.47 0.36
H 4.1407 -1.6906 -0.9900 -0.19 -0.23 0.26
H 2.6323 -2.7499 -0.6663 0.04 0.04 -0.09
H 0.9258 -1.8340 1.0465 0.21 0.83 -0.35
H 1.1423 -0.1392 1.5512 0.00 -0.21 -0.15
H 0.0147 -1.0019 -1.1904 0.02 -0.16 0.17
H -0.8741 -0.2931 0.1957 0.46 -0.16 -0.36
H 0.3080 0.6501 -0.7273 0.09 -0.06 0.14
H 4.4457 0.2852 -0.0513 -0.58 0.12 0.29
H 3.5816 0.6380 1.4431 -0.19 -0.10 -0.12
H 1.9008 1.9989 0.1407 -0.44 0.03 0.10
H 3.5226 2.5958 -0.0235 -0.07 -0.20 0.04
H 2.8072 1.7278 -1.3438 -0.10 -0.35 -0.19
```
Positions in Å, forces in eV/Å.

As for the energy: -537.24301 Ha. The value obtained for the maximum force is 1.140 eV/Å. For the frontier orbital gap, the calculation gives 8.678 eV. For the energy above the lowest of the compared OMol25 structures with the same formula, charge and spin, the calculation gives 1.656 eV. Its structure (SMILES) is Oc1cnc[nH]1.C=C(CC)CC. The lowest unoccupied orbital energy is 0.28 eV.